No. 1
# C2H3NOS2

The molecule C2H3NOS2 in a non-equilibrium geometry (the ωB97M-V functional and the def2-TZVPD basis, the OMol25 dataset).

- electronic energy (eV) = -27327.7182
- LUMO (eV) = -0.61
- energy above the lowest of the compared OMol25 structures with the same formula, charge and spin (kcal/mol) = 70.5

```
! RIJCOSX wB97M-V def2-TZVPD def2/J DEFGRID3
* xyz 0 1
O -1.24 1.47 0.07
C -0.18 0.97 -0.17
N -0.08 -0.23 0.12
S -1.66 -1.08 0.01
C 1.12 -0.88 -0.10
S 2.54 -0.18 0.09
H 0.75 1.70 -0.36
H -2.24 0.25 0.60
H 1.01 -2.03 -0.26
*
```

Atomic partial charges in e from the Mulliken method, atoms 1 to 4: -0.578, 0.248, -0.026, -0.240

No. 2
# C2H3NOS2

The molecule C2H3NOS2 in a non-equilibrium geometry (the ωB97M-V functional and the def2-TZVPD basis, the OMol25 dataset).

- electronic energy (eV) = -27326.1823
- LUMO (spin up / spin down) (eV) = -2.24 / -2.33
- energy above the lowest of the compared OMol25 structures with the same formula, charge and spin (kcal/mol) = 106.0

```
! RIJCOSX wB97M-V def2-TZVPD def2/J DEFGRID3
* xyz 0 1
C 0.48 0.50 0.44
C -0.19 -0.64 -0.37
N -0.30 1.42 0.91
O -2.03 1.03 0.11
S 2.10 0.19 0.64
S -1.95 -0.56 0.10
H 0.27 -0.61 -1.47
H 0.30 -1.59 0.01
H 0.06 2.27 1.20
*
```

Atomic partial charges in e from the Mulliken method, atoms 1 to 4: 0.317, -0.541, -0.297, -0.324

No. 3
# C2H3NOS3

The molecule C2H3NOS3 (the ωB97M-V functional and the def2-TZVPD basis, the OMol25 dataset).

- electronic energy (eV) = -38163.9636
- LUMO (eV) = -1.62
- energy above the lowest of the compared OMol25 structures with the same formula, charge and spin (kcal/mol) = 33.2

```
! RIJCOSX wB97M-V def2-TZVPD def2/J DEFGRID3
* xyz 0 1
O 1.82 1.79 0.31
N 1.19 0.58 0.27
C -0.07 0.44 -0.09
S -0.99 1.74 -0.55
C -0.58 -0.98 -0.03
S 0.31 -2.24 0.57
S -2.20 -1.10 -0.63
H 1.11 2.40 0.02
H 1.70 -0.19 0.65
H -2.28 -2.43 -0.52
*
```

Atomic partial charges in e from the Mulliken method, atoms 1 to 4: -0.325, 0.010, 0.156, -0.471

No. 4
# C2H3NP2

A cluster of 2 separate species, C2H3NP2 in total in a non-equilibrium geometry (the ωB97M-V functional and the def2-TZVPD basis, the OMol25 dataset).

- electronic energy (eV) = -22185.3357
- LUMO (eV) = -2.37
- energy above the lowest of the compared OMol25 structures with the same formula, charge and spin (kcal/mol) = 81.3

```
! RIJCOSX wB97M-V def2-TZVPD def2/J DEFGRID3
* xyz 0 1
C -0.66 1.87 -0.84
C 0.63 0.55 0.52
N -1.13 2.28 -1.78
P 0.33 -2.29 -0.07
P -0.65 -0.69 0.79
H 1.54 0.15 0.01
H 0.68 1.48 1.12
H -0.75 -3.35 0.24
*
```

Atomic partial charges in e from the Mulliken method, atoms 1 to 4: -0.041, -0.444, -0.313, -0.057

No. 5
# C2H3NS2

The molecule C2H3NS2 in a non-equilibrium geometry (the ωB97M-V functional and the def2-TZVPD basis, the OMol25 dataset).

- electronic energy (eV) = -25281.2704
- LUMO (eV) = -1.01
- energy above the lowest of the compared OMol25 structures with the same formula, charge and spin (kcal/mol) = 30.0

```
! RIJCOSX wB97M-V def2-TZVPD def2/J DEFGRID3
* xyz 0 1
S -2.60 -0.36 -0.01
C -1.03 -0.78 -0.08
N -0.24 0.37 -0.28
C 1.22 0.51 -0.08
S 2.36 -0.65 -0.03
H -0.64 -1.88 -0.09
H -0.61 1.27 0.10
H 1.55 1.52 0.48
*
```

Atomic partial charges in e from the Mulliken method, atoms 1 to 4: -0.298, -0.001, -0.204, -0.072

No. 6
# C2H3NS2

The molecule C2H3NS2 in a non-equilibrium geometry (the ωB97M-V functional and the def2-TZVPD basis, the OMol25 dataset).

- electronic energy (eV) = -25279.6938
- LUMO (spin up / spin down) (eV) = 0.74 / -2.74
- energy above the lowest of the compared OMol25 structures with the same formula, charge and spin (kcal/mol) = 10.6
- expectation value of S² = 2.007

```
! RIJCOSX wB97M-V def2-TZVPD def2/J DEFGRID3
* xyz 0 3
C -0.53 -1.14 -0.49
C 0.72 0.67 0.43
N 0.55 -0.56 -0.24
S -2.11 -0.61 -0.05
S 0.03 2.12 -0.42
H -0.66 -2.05 -1.10
H 0.19 0.80 1.30
H 1.80 0.77 0.57
*
```

Atomic partial charges in e from the Mulliken method, atoms 1 to 4: 0.183, -0.636, -0.500, -0.075

No. 7
# C2H3NS3

A structure of composition C2H3NS3 in a non-equilibrium geometry (the ωB97M-V functional and the def2-TZVPD basis, the OMol25 dataset).

- electronic energy (eV) = -36114.7522
- LUMO (eV) = -1.31
- energy above the lowest of the compared OMol25 structures with the same formula, charge and spin (kcal/mol) = 77.8

```
! RIJCOSX wB97M-V def2-TZVPD def2/J DEFGRID3
* xyz 0 1
C -1.28 0.53 0.23
C 0.44 -1.02 -0.10
H 2.09 0.82 -0.23
H -1.25 1.64 1.00
H -0.46 -1.78 -0.28
N -0.05 0.22 0.01
S 1.09 1.49 -0.28
S -2.57 -0.55 -0.27
S 1.98 -1.34 -0.09
*
```

Atomic partial charges in e from the Mulliken method, atoms 1 to 4: -0.001, 0.231, 0.054, 0.255

No. 8
# C2H3NS3

The molecule C2H3NS3 in a non-equilibrium geometry (the ωB97M-V functional and the def2-TZVPD basis, the OMol25 dataset).

- electronic energy (eV) = -36117.9100
- LUMO (eV) = 0.12
- energy above the lowest of the compared OMol25 structures with the same formula, charge and spin (kcal/mol) = 5.0

```
! RIJCOSX wB97M-V def2-TZVPD def2/J DEFGRID3
* xyz 0 1
S -2.91 -0.28 -0.18
C -1.26 -0.11 -0.18
N -0.39 -1.13 -0.03
S 1.28 -0.89 -0.37
C 1.18 0.82 0.15
S -0.44 1.44 -0.35
H -0.76 -2.09 0.04
H 1.97 1.34 -0.32
H 1.32 0.90 1.24
*
```

Atomic partial charges in e from the Mulliken method, atoms 1 to 4: -0.328, 0.250, -0.241, -0.003

No. 9
# C2H3NS4

A cluster of 2 separate species, C2H3NS4 in total in a non-equilibrium geometry (the ωB97M-V functional and the def2-TZVPD basis, the OMol25 dataset).

- electronic energy (eV) = -46950.1973
- LUMO (eV) = -0.86
- energy above the lowest of the compared OMol25 structures with the same formula, charge and spin (kcal/mol) = 62.2

```
! RIJCOSX wB97M-V def2-TZVPD def2/J DEFGRID3
* xyz 0 1
C 0.72 -1.48 0.08
N 1.83 -1.08 0.21
S 3.03 -0.13 0.03
H 0.01 -2.23 -0.19
S 0.59 1.71 -0.11
C -0.69 0.66 0.03
S -1.28 -0.02 -1.47
S -1.60 0.13 1.45
H -1.09 1.13 -2.20
H -1.52 1.31 2.16
*
```

Atomic partial charges in e from the Mulliken method, atoms 1 to 4: 0.036, -0.169, -0.150, 0.441

No. 10
# C2H3NaO2Rb

A structure of composition C2H3NaO2Rb in a non-equilibrium geometry (the ωB97M-V functional and the def2-TZVPD basis, the OMol25 dataset).

- electronic energy (eV) = -11284.9832
- LUMO (spin up / spin down) (eV) = -0.77 / -1.00
- energy above the lowest of the compared OMol25 structures with the same formula, charge and spin (kcal/mol) = 5.3
- expectation value of S² = 0.764

```
! RIJCOSX wB97M-V def2-TZVPD def2/J DEFGRID3
* xyz 0 2
H -0.14 1.66 -0.87
O 0.03 -2.16 -0.51
C -0.82 -1.22 -0.29
C -0.44 0.16 -0.01
O 0.62 0.39 0.77
Rb 2.37 3.41 0.18
Na 1.63 -1.62 0.96
H -1.90 -1.40 -0.48
H -1.34 0.76 0.25
*
```

Atomic partial charges in e from the Mulliken method, atoms 1 to 4: -0.080, -0.811, -0.214, -0.156

No. 11
# C2H3O2

A structure of composition C2H3O2 in a non-equilibrium geometry (the ωB97M-V functional and the def2-TZVPD basis, the OMol25 dataset).

- electronic energy (eV) = -6202.8725
- LUMO (spin up / spin down) (eV) = -7.91 / -7.91
- energy above the lowest of the compared OMol25 structures with the same formula, charge and spin (kcal/mol) = 116.0

```
! RIJCOSX wB97M-V def2-TZVPD def2/J DEFGRID3
* xyz 1 1
C -0.46 0.36 -0.11
C 0.20 -0.81 0.50
O 1.31 -0.30 -0.13
O 0.76 1.00 -0.72
H -1.10 0.12 -1.00
H -0.93 1.20 0.31
H 0.23 -1.58 1.15
*
```

Atomic partial charges in e from the Mulliken method, atoms 1 to 4: -0.274, 0.248, 0.043, -0.060

No. 12
# C2H3O2PSr

A structure of composition C2H3O2PSr in a non-equilibrium geometry (the ωB97M-V functional and the def2-TZVPD basis, the OMol25 dataset).

- electronic energy (eV) = -16320.5066
- LUMO (spin up / spin down) (eV) = -9.75 / -9.75
- energy above the lowest of the compared OMol25 structures with the same formula, charge and spin (kcal/mol) = 51.7

```
! RIJCOSX wB97M-V def2-TZVPD def2/J DEFGRID3
* xyz 2 1
O 3.65 -1.04 1.32
C 3.36 -0.78 0.22
H 3.41 -0.25 -1.26
P 2.96 0.89 -0.07
C -3.38 0.09 -0.09
O -2.23 0.06 -0.48
Sr -0.01 0.65 0.01
H -3.69 -0.49 0.80
H -4.07 0.87 -0.45
*
```

Atomic partial charges in e from the Mulliken method, atoms 1 to 4: -0.125, 0.381, 0.232, -0.191

No. 13
# C2H3O2S2

A cluster of 2 separate species, C2H3O2S2 in total in a non-equilibrium geometry (the ωB97M-V functional and the def2-TZVPD basis, the OMol25 dataset).

- electronic energy (eV) = -27887.2259
- LUMO (eV) = 3.47
- energy above the lowest of the compared OMol25 structures with the same formula, charge and spin (kcal/mol) = 61.2

```
! RIJCOSX wB97M-V def2-TZVPD def2/J DEFGRID3
* xyz -1 1
C 0.30 -0.89 0.31
C 0.44 1.00 -0.56
O 1.03 -0.79 1.27
O -0.39 -2.20 0.29
S -0.98 1.44 0.49
S 0.27 1.28 -2.29
H 1.45 1.21 -0.14
H -0.20 -2.52 1.14
H -1.92 1.48 -0.50
*
```

Atomic partial charges in e from the Mulliken method, atoms 1 to 4: 0.232, -0.222, -0.544, -0.438

No. 14
# C2H3O2Se

A cluster of 2 separate species, C2H3O2Se in total in a non-equilibrium geometry (the ωB97M-V functional and the def2-TZVPD basis, the OMol25 dataset).

- electronic energy (eV) = -71561.8817
- LUMO (spin up / spin down) (eV) = 2.94 / 3.57
- energy above the lowest of the compared OMol25 structures with the same formula, charge and spin (kcal/mol) = 82.2

```
! RIJCOSX wB97M-V def2-TZVPD def2/J DEFGRID3
* xyz -1 1
C -0.53 -0.69 -0.22
C 0.50 0.22 -0.61
O -0.37 -1.18 1.10
O -1.50 -1.01 -0.83
Se 2.17 0.17 -0.04
H -0.85 2.05 0.62
H 0.43 0.87 -1.43
H 0.15 -0.43 1.41
*
```

Atomic partial charges in e from the Mulliken method, atoms 1 to 4: 0.777, -0.950, -0.468, -0.553

No. 15
# C2H3O3

The ion C2H3O3 with charge -1 in a non-equilibrium geometry (the ωB97M-V functional and the def2-TZVPD basis, the OMol25 dataset).

- electronic energy (eV) = -8266.0173
- LUMO (eV) = 4.40
- energy above the lowest of the compared OMol25 structures with the same formula, charge and spin (kcal/mol) = 9.5

```
! RIJCOSX wB97M-V def2-TZVPD def2/J DEFGRID3
* xyz -1 1
C 0.97 -0.16 -0.01
O -0.23 -0.81 0.02
C -1.38 0.06 0.00
O -2.39 -0.63 0.00
O -1.14 1.34 -0.09
H 1.72 -0.24 -0.84
H 1.75 -0.39 0.81
H 0.71 0.83 0.10
*
```

Atomic partial charges in e from the Mulliken method, atoms 1 to 4: -0.632, -0.353, 0.691, -0.678

No. 16
# C2H3O3Tl

A structure of composition C2H3O3Tl in a non-equilibrium geometry (the ωB97M-V functional and the def2-TZVPD basis, the OMol25 dataset).

- electronic energy (eV) = -12951.1980
- LUMO (spin up / spin down) (eV) = -1.60 / -1.60

```
! RIJCOSX wB97M-V def2-TZVPD def2/J DEFGRID3
* xyz 0 1
O 1.03 -0.78 -0.66
C 1.26 -0.34 0.55
C 0.82 0.77 1.40
O -1.60 0.72 -1.42
Tl -1.00 -0.62 -0.39
H 1.32 0.93 2.36
H 0.45 1.69 0.92
O -0.06 -0.37 1.45
H 2.16 -0.82 0.98
*
```

Atomic partial charges in e from the Mulliken method, atoms 1 to 4: -0.660, 0.137, -0.232, -0.642

No. 17
# C2H3O5P

A structure of composition C2H3O5P in a non-equilibrium geometry (the ωB97M-V functional and the def2-TZVPD basis, the OMol25 dataset).

- electronic energy (eV) = -21647.8181
- LUMO (eV) = 6.96
- energy above the lowest of the compared OMol25 structures with the same formula, charge and spin (kcal/mol) = 87.5

```
! RIJCOSX wB97M-V def2-TZVPD def2/J DEFGRID3
* xyz -2 1
C 1.06 -1.48 0.16
C -0.01 -0.17 -0.16
O -2.78 -1.20 -0.94
O -2.74 -0.62 1.50
O 2.05 -0.90 0.70
O -2.73 1.25 -0.24
O 0.73 0.93 0.21
P -2.57 -0.19 0.11
H -0.33 0.03 -1.27
H -0.81 -0.53 0.52
H 1.66 0.43 0.52
*
```

Atomic partial charges in e from the Mulliken method, atoms 1 to 4: -0.591, 0.300, -0.667, -0.694

No. 18
# C2H3OPS

The molecule C2H3OPS in a non-equilibrium geometry (the ωB97M-V functional and the def2-TZVPD basis, the OMol25 dataset).

- electronic energy (eV) = -24288.5076
- LUMO (eV) = -0.07
- energy above the lowest of the compared OMol25 structures with the same formula, charge and spin (kcal/mol) = 111.3

```
! RIJCOSX wB97M-V def2-TZVPD def2/J DEFGRID3
* xyz 0 1
O 0.43 1.87 0.27
S 0.33 0.43 0.25
P 0.92 -0.90 1.76
C -0.44 -0.22 -1.32
C -1.26 -0.21 -0.30
H 2.35 -0.47 1.63
H -0.18 -0.21 -2.41
H -2.15 -0.30 0.12
*
```

Atomic partial charges in e from the Mulliken method, atoms 1 to 4: -0.566, 0.423, -0.121, -0.115

No. 19
# C2H3ORu

A structure of composition C2H3ORu in a non-equilibrium geometry (the ωB97M-V functional and the def2-TZVPD basis, the OMol25 dataset).

- electronic energy (eV) = -6737.4576
- LUMO (spin up / spin down) (eV) = -3.96 / -8.25
- energy above the lowest of the compared OMol25 structures with the same formula, charge and spin (kcal/mol) = 3.7
- expectation value of S² = 12.028

```
! RIJCOSX wB97M-V def2-TZVPD def2/J DEFGRID3
* xyz 1 7
H 0.98 -1.01 -0.71
O -0.87 -0.17 -1.03
C 0.28 -0.20 -0.41
C 0.64 0.46 0.71
H 1.65 0.36 1.10
H -0.04 1.17 1.19
Ru -2.64 -0.61 -0.84
*
```

Atomic partial charges in e from the Mulliken method, atoms 1 to 4: 0.328, -0.507, 0.276, -0.513

No. 20
# C2H3OS2

A cluster of 2 separate species, C2H3OS2 in total in a non-equilibrium geometry (the ωB97M-V functional and the def2-TZVPD basis, the OMol25 dataset).

- electronic energy (eV) = -25840.8869
- LUMO (eV) = 2.86
- energy above the lowest of the compared OMol25 structures with the same formula, charge and spin (kcal/mol) = 36.9

```
! RIJCOSX wB97M-V def2-TZVPD def2/J DEFGRID3
* xyz -1 1
C 1.66 -1.68 0.27
C -0.94 1.17 -0.15
O 1.47 -1.55 1.42
S 2.29 -2.20 -1.08
S -1.89 -0.36 0.08
H 0.07 1.19 0.35
H -1.48 2.03 0.27
H -1.17 1.39 -1.17
*
```

Atomic partial charges in e from the Mulliken method, atoms 1 to 4: 0.598, -0.788, -0.324, -0.312